[1]
Density functional theory data (ωB97M-V with the def2-TZVPD basis set) for a cluster of 11 separate species, H22O11 in total.

Each line ends with the natural charge from an NBO analysis.
Geometry (Å):
H  0.616  -0.414  0.870  0.453
H  0.868  -0.297  -0.624  0.478
H  1.525  3.216  -0.287  0.452
H  0.089  3.119  0.202  0.480
H  0.467  2.497  -2.472  0.460
H  -0.816  2.224  -3.240  0.476
H  -2.905  0.658  -2.909  0.465
H  -2.510  0.318  -1.481  0.479
H  0.021  2.947  4.263  0.460
H  1.299  2.127  4.202  0.456
H  5.025  -2.262  -1.254  0.467
H  6.178  -3.190  -0.910  0.466
H  -2.938  -1.270  -2.332  0.457
H  -2.298  -2.573  -1.881  0.454
H  0.304  -1.917  3.783  0.458
H  -0.455  -3.227  3.648  0.472
H  -2.136  0.195  1.411  0.457
H  -1.475  -0.638  0.325  0.475
H  -1.172  1.612  2.002  0.451
H  0.129  0.841  2.149  0.449
H  -0.112  -1.688  -1.576  0.450
H  0.148  -2.291  -2.947  0.466
O  1.099  -0.829  0.146  -0.928
O  0.869  3.685  0.241  -0.933
O  -0.484  2.400  -2.352  -0.936
O  -2.169  0.328  -2.382  -0.926
O  0.847  2.863  3.774  -0.915
O  5.224  -3.182  -1.047  -0.934
O  -2.515  -2.066  -2.672  -0.927
O  0.350  -2.782  3.360  -0.929
O  -2.324  -0.262  0.584  -0.934
O  -0.225  1.683  1.842  -0.894
O  -0.523  -1.824  -2.437  -0.926

The HOMO energy is -8.6 eV. The calculated total energy comes out at -840.6842 hartree. Its HOMO-LUMO gap is 8.04 eV. The value obtained for the relative energy (zero: lowest compared OMol25 entry of this formula, charge and spin) is 514.5 kJ/mol. Its spin multiplicity is 1. For the LUMO energy, the calculation gives -0.562 eV.

***

[2]
Density functional theory data (ωB97M-V with the def2-TZVPD basis set) for a structure of composition C23H29N5O3.

Each line ends with the natural charge from an NBO analysis.
Geometry (Å):
C  3.075  -7.980  -1.103  -0.621
C  1.581  -7.802  -1.650  -0.087
H  0.856  -8.552  -1.099  0.193
H  1.575  -8.059  -2.794  0.208
O  1.026  -6.580  -1.627  -0.465
C  1.405  -5.723  -2.313  0.915
O  2.188  -5.905  -3.254  -0.680
N  0.664  -4.518  -1.981  -0.495
C  -0.194  -4.451  -0.819  -0.239
H  0.344  -4.923  0.062  0.219
C  -0.424  -3.068  -0.249  -0.339
H  -1.019  -2.986  0.493  0.179
C  -0.884  -2.040  -1.674  -0.013
N  -0.655  -0.753  -1.310  -0.565
C  -1.178  0.132  -0.574  0.432
C  -2.137  -0.107  0.351  -0.408
C  -2.489  1.100  1.109  0.356
N  -1.867  2.109  1.291  -0.518
C  -0.982  2.346  0.610  0.423
C  0.145  3.223  0.549  -0.180
C  0.977  2.788  -0.590  0.196
N  0.744  1.431  -0.817  -0.359
N  -0.478  1.224  -0.208  -0.210
C  2.334  3.388  -0.854  -0.612
H  2.356  4.154  -0.311  0.218
H  1.999  4.153  -1.850  0.185
H  3.145  2.822  -1.356  0.256
C  -0.020  4.540  1.255  -0.041
C  0.438  5.669  0.551  -0.183
C  0.403  6.984  1.248  -0.221
C  0.007  6.939  2.600  -0.220
C  -0.126  5.764  3.132  -0.240
C  -0.080  4.566  2.617  0.266
O  -0.092  3.355  3.063  -0.461
C  -0.466  3.263  4.473  -0.241
H  -1.595  3.774  4.876  0.172
H  0.152  3.736  5.042  0.155
H  -0.501  2.159  4.953  0.207
H  -0.239  5.755  4.351  0.183
H  0.092  7.719  3.225  0.209
H  0.637  7.951  0.779  0.213
H  0.579  5.550  -0.383  0.184
C  -3.825  0.812  1.932  -0.638
H  -4.621  0.746  1.242  0.210
H  -4.107  1.692  2.504  0.211
H  -3.796  0.203  2.637  0.199
H  -2.746  -0.819  0.240  0.192
H  0.427  -0.298  -1.735  0.424
C  -0.641  -2.660  -2.878  -0.431
C  0.855  -3.510  -2.732  -0.135
H  1.540  -2.643  -2.377  0.139
H  1.126  -3.696  -3.744  0.230
H  -1.362  -3.226  -3.205  0.210
H  -0.338  -1.785  -3.528  0.221
H  -1.926  -2.106  -1.329  0.195
H  0.744  -2.551  0.091  0.173
H  -1.093  -4.847  -1.064  0.185
H  3.678  -7.375  -1.700  0.226
H  3.367  -9.012  -1.269  0.221
H  3.236  -7.701  0.141  0.199

The HOMO energy is -7.2 eV. The calculated total energy comes out at -1392.6994 hartree. Its HOMO-LUMO gap is 7.80 eV. The value obtained for the relative energy (zero: lowest compared OMol25 entry of this formula, charge and spin) is 1924.9 kJ/mol. Its spin multiplicity is 1. For the LUMO energy, the calculation gives 0.590 eV.

***

[3]
Density functional theory data (ωB97M-V with the def2-TZVPD basis set) for a structure of composition C15H29AsN3NiOS2.

Each line ends with the natural charge from an NBO analysis.
Geometry (Å):
Ni  -0.264  0.347  0.076  1.202
N  -0.527  0.264  2.185  -0.887
C  -0.224  -1.075  2.731  -0.233
C  -0.872  -2.131  1.844  -0.240
N  -0.616  -1.874  0.412  -0.678
C  0.531  -2.603  -0.156  -0.232
C  1.834  -1.894  0.160  -0.238
N  1.702  -0.481  -0.244  -0.872
H  0.001  0.987  2.660  0.411
H  -1.503  0.485  2.340  0.390
H  -0.588  -1.196  3.748  0.213
H  0.855  -1.193  2.756  0.199
H  -1.950  -2.113  2.003  0.212
H  -0.514  -3.119  2.138  0.210
H  -1.437  -2.124  -0.118  0.396
H  0.401  -2.629  -1.240  0.206
H  0.567  -3.633  0.200  0.210
H  2.649  -2.401  -0.350  0.215
H  2.046  -1.933  1.227  0.202
H  1.826  -0.391  -1.244  0.391
H  2.408  0.106  0.178  0.407
C  -3.119  2.632  0.872  -0.268
O  -1.774  2.239  0.512  -0.616
C  -0.856  3.212  0.135  -0.047
S  -1.246  4.792  0.029  -0.049
S  0.687  2.506  -0.210  -0.301
H  -3.658  1.700  1.047  0.186
H  -3.580  3.199  0.072  0.216
H  -3.104  3.245  1.769  0.212
C  0.247  0.666  -3.540  -0.958
As  -1.107  0.379  -2.192  0.862
C  -1.977  -1.198  -2.926  -0.965
C  -2.407  1.798  -2.578  -0.712
C  -2.956  1.740  -3.976  -0.076
C  -4.119  1.025  -4.255  -0.165
C  -4.614  0.951  -5.550  -0.217
C  -3.950  1.595  -6.587  -0.204
C  -2.798  2.323  -6.318  -0.197
C  -2.306  2.397  -5.021  -0.216
H  -0.229  0.770  -4.511  0.252
H  0.921  -0.190  -3.568  0.226
H  0.813  1.566  -3.302  0.257
H  -2.194  -1.035  -3.977  0.255
H  -2.912  -1.401  -2.403  0.235
H  -1.317  -2.061  -2.827  0.225
H  -1.885  2.735  -2.386  0.262
H  -3.193  1.690  -1.836  0.235
H  -4.651  0.530  -3.447  0.198
H  -5.526  0.398  -5.749  0.223
H  -4.336  1.541  -7.598  0.226
H  -2.286  2.846  -7.118  0.225
H  -1.423  2.992  -4.809  0.216

The HOMO energy (spin up / spin down) is -10.5 / -10.7 eV. The calculated total energy comes out at -5368.7598 hartree. Its HOMO-LUMO gap (spin up / spin down) is 8.03 / 7.93 eV. The charge is +1. The value obtained for the relative energy (zero: lowest compared OMol25 entry of this formula, charge and spin) is 0.0 kJ/mol. Its spin multiplicity is 3. For the LUMO energy (spin up / spin down), the calculation gives -2.484 / -2.788 eV.

***

[4]
Density functional theory data (ωB97M-V with the def2-TZVPD basis set) for a cluster of 18 separate species, C14H53NO20PS in total.

Each line ends with the Mulliken charge.
Geometry (Å):
C  3.555  -1.588  0.844  -1.068
C  2.463  -0.772  0.226  0.680
O  2.530  -0.374  -0.901  -0.500
O  1.353  -0.520  1.036  -0.171
C  1.067  0.865  1.153  -0.649
P  -0.462  1.268  0.245  0.931
C  -0.333  0.943  -1.508  -0.909
C  -1.338  -0.122  -1.985  0.086
C  -0.896  -0.616  -3.372  -1.371
O  -1.350  -1.218  -1.086  0.042
C  -2.664  -1.718  -0.776  -1.409
C  -3.023  -1.297  0.631  0.147
C  -2.377  -1.930  1.691  0.058
C  -2.638  -1.529  2.995  -1.048
C  -3.535  -0.493  3.220  -0.601
C  -4.198  0.126  2.177  -0.687
C  -3.936  -0.280  0.869  0.052
N  -0.657  2.926  0.505  -0.580
C  -1.820  3.325  0.452  0.624
S  -3.284  3.790  0.386  -0.310
H  4.039  -1.042  1.650  0.154
H  4.250  -1.842  0.054  0.364
H  3.115  -2.480  1.296  0.301
H  0.880  1.106  2.203  0.448
H  1.875  1.517  0.816  0.458
H  -1.559  0.639  0.850  -0.189
H  0.682  0.641  -1.768  0.634
H  -0.539  1.873  -2.035  0.520
H  -2.326  0.345  -2.059  0.403
H  -0.159  -1.399  -3.188  0.292
H  -0.483  0.190  -3.975  0.442
H  -1.751  -1.098  -3.841  0.316
H  -3.413  -1.403  -1.502  0.497
H  -2.616  -2.807  -0.836  0.259
H  -1.680  -2.732  1.477  0.839
H  -2.122  -2.018  3.811  0.482
H  -3.723  -0.177  4.239  0.415
H  -4.904  0.928  2.344  0.490
H  -4.434  0.189  0.027  0.541
O  -4.358  -4.771  1.338  -0.622
H  -4.968  -4.862  2.076  0.293
H  -4.149  -3.832  1.314  0.318
O  5.983  0.106  0.964  -0.583
H  6.751  0.660  1.164  0.333
H  5.458  0.639  0.356  0.260
O  -4.610  -7.997  0.076  -0.634
H  -5.221  -8.103  0.810  0.307
H  -4.407  -7.055  0.070  0.318
O  4.770  0.199  4.410  -0.662
H  5.261  0.351  3.592  0.326
H  3.984  -0.285  4.134  0.316
O  -6.091  3.614  -1.829  -0.604
H  -5.250  4.047  -1.657  0.265
H  -6.538  4.209  -2.447  0.322
O  7.184  -1.500  4.928  -0.663
H  7.078  -2.390  4.573  0.334
H  6.365  -1.045  4.683  0.370
O  0.927  3.146  -3.177  -0.560
H  0.384  3.820  -3.610  0.313
H  1.804  3.540  -3.178  0.245
O  0.896  5.387  -4.951  -0.619
H  1.636  5.984  -4.781  0.331
H  0.356  5.854  -5.596  0.276
O  10.360  -1.233  6.257  -0.643
H  9.459  -1.085  5.951  0.321
H  10.513  -2.171  6.107  0.313
O  1.019  -3.370  1.557  -0.626
H  0.599  -2.607  1.145  0.403
H  0.425  -3.618  2.273  0.316
O  -8.273  5.661  -2.827  -0.655
H  -8.556  6.459  -3.292  0.344
H  -8.902  5.568  -2.105  0.317
O  3.669  5.126  -5.927  -0.635
H  4.188  5.233  -6.731  0.312
H  2.909  4.596  -6.194  0.336
O  1.240  -3.364  -1.690  -0.627
H  0.651  -3.587  -0.961  0.320
H  1.529  -2.466  -1.499  0.243
O  -9.875  6.475  -5.329  -0.637
H  -9.622  5.588  -5.049  0.332
H  -9.953  6.411  -6.286  0.312
O  8.816  -0.462  1.875  -0.635
H  8.411  -0.226  2.718  0.305
H  8.193  -1.079  1.477  0.315
O  5.686  -2.974  6.974  -0.627
H  6.421  -2.380  6.773  0.346
H  4.949  -2.387  7.165  0.300
O  -3.328  -2.711  -3.900  -0.573
H  -4.249  -2.680  -4.181  0.282
H  -3.107  -3.648  -3.928  0.280

The HOMO energy is -12.3 eV. The calculated total energy comes out at -2864.0904 hartree. Its HOMO-LUMO gap is 8.91 eV. The charge is +1. Its spin multiplicity is 1. For the LUMO energy, the calculation gives -3.395 eV.